No. 1
23
Properties=species:S:1:pos:R:3 method="wB97M-V/def2-TZVPD" lumo_ev=0.3069 spin_multiplicity=1 smiles="C[SiH2]S(=O)(=O)C(F)(F)C(F)(F)C(F)(F)C(F)(F)F"
C 2.67793 -0.49821 1.31502
Si 2.23480 -0.02624 -0.45298
S 0.94116 1.75299 -0.32951
O 1.12137 2.43052 0.92302
O 1.35889 2.60799 -1.40903
C -0.87562 1.43261 -0.68586
F -1.39992 2.62138 -0.76408
F -0.95140 0.89925 -1.89537
C -1.65057 0.61046 0.40454
F -2.66121 1.36597 0.80736
F -0.90197 0.43321 1.46855
C -2.31084 -0.71154 -0.06486
F -3.12846 -0.51137 -1.06142
F -3.06340 -1.11189 0.95480
C -1.37114 -1.90014 -0.38220
F -0.86078 -1.82608 -1.57618
F -0.42758 -2.05868 0.50851
F -2.11647 -2.98669 -0.36278
H 2.14032 -1.38056 1.64685
H 3.74783 -0.69114 1.33570
H 2.45326 0.33501 1.97921
H 3.46155 0.33406 -1.17826
H 1.58225 -1.12091 -1.18104

No. 2
77
Properties=species:S:1:pos:R:3 method="wB97M-V/def2-TZVPD" lumo_ev=-1.0616 spin_multiplicity=1 smiles="CP(Cl)(CN)(CC(=O)O)C(F)(F)C(F)(F)C(F)(F)F.O=C1c2ccccc2C(=O)c2ccccc21.O=C1c2ccccc2C(=O)c2ccccc21"
C -5.28440 4.75869 4.88165
P -4.76130 5.31469 3.20986
Cl -3.16002 6.51967 4.29004
C -3.38334 4.34109 2.42726
N -3.11510 4.71661 1.02378
C -5.23768 6.90688 2.37925
C -4.12453 7.92575 2.12562
O -3.24630 7.76575 1.34222
O -4.17635 9.10442 2.78361
C -6.14149 4.29892 2.32309
F -6.02012 4.37721 0.96767
F -5.98395 2.96138 2.59830
C -7.63462 4.64109 2.66402
F -8.28986 4.91337 1.50937
F -7.79901 5.72901 3.45417
C -8.46052 3.47918 3.30938
F -9.67192 4.01842 3.59533
F -7.96061 3.06351 4.47305
F -8.69538 2.49085 2.45800
H -4.45647 4.94360 5.55922
H -5.50186 3.69044 4.93496
H -6.11458 5.34769 5.27837
H -2.48916 4.57209 2.99715
H -3.51769 3.25676 2.51347
H -2.17650 4.99504 0.82442
H -3.77018 5.40111 0.67957
H -5.76488 6.77774 1.42930
H -5.94972 7.38394 3.06405
H -5.03232 9.21530 3.21469
O 3.97850 1.52547 1.17269
C 2.87652 1.03126 1.05313
C 1.64831 1.85665 1.22390
C 1.77241 3.21193 1.50212
C 0.63881 3.99806 1.62603
C -0.62538 3.43494 1.47083
C -0.75252 2.08098 1.20947
C 0.38009 1.28603 1.09110
C 0.22460 -0.17203 0.82799
O -0.87726 -0.67717 0.76623
C 1.45238 -0.99263 0.63691
C 1.32853 -2.34770 0.35524
C 2.46022 -3.11660 0.14361
C 3.72136 -2.53434 0.21193
C 3.85156 -1.18785 0.50564
C 2.71968 -0.41241 0.72426
H 2.75453 3.64991 1.61733
H 0.73792 5.05553 1.83925
H -1.52646 4.05490 1.55454
H -1.73449 1.64044 1.09252
H 0.34694 -2.79784 0.29770
H 2.36324 -4.17072 -0.08034
H 4.60351 -3.13589 0.03662
H 4.83262 -0.73612 0.56186
O 3.77373 -5.07978 -2.71280
C 4.34162 -5.86996 -3.43878
C 3.61124 -6.54871 -4.54442
C 2.27019 -6.25373 -4.75585
C 1.58870 -6.84890 -5.80374
C 2.24410 -7.74085 -6.64650
C 3.57608 -8.05090 -6.43007
C 4.26298 -7.46174 -5.37636
C 5.69048 -7.81858 -5.14529
O 6.24184 -8.65110 -5.83402
C 6.42661 -7.12379 -4.05232
C 7.76847 -7.41595 -3.84336
C 8.47378 -6.75474 -2.85227
C 7.84143 -5.79763 -2.06523
C 6.50085 -5.51299 -2.26076
C 5.78660 -6.17700 -3.25003
H 1.76299 -5.55614 -4.10338
H 0.54523 -6.61480 -5.96961
H 1.71258 -8.19562 -7.47221
H 4.08506 -8.74809 -7.08152
H 8.26016 -8.15680 -4.45888
H 9.52006 -6.98092 -2.69342
H 8.39698 -5.27533 -1.29724
H 6.00822 -4.77125 -1.64719

No. 3
79
Properties=species:S:1:pos:R:3 method="wB97M-V/def2-TZVPD" lumo_ev="-6.0436 / -3.7316" spin_multiplicity=8 charge=+1
Gd -0.34838 0.00841 -1.31725
C -0.63889 1.94835 0.18261
C 0.46249 2.24806 -0.68316
C -1.44449 2.06815 -1.98713
C -1.81725 1.85802 -0.62328
C -0.03285 2.29615 -2.02965
C -0.59897 1.82359 1.66208
H 0.36384 1.43096 2.00304
H -1.38350 1.14705 2.01705
H -0.75470 2.80075 2.14405
C -3.18532 1.51928 -0.16508
H -3.36344 1.84820 0.86384
H -3.34142 0.43220 -0.20858
H -3.94356 1.97587 -0.81134
C -2.35140 1.90560 -3.15648
H -3.36574 2.21906 -2.90229
H -2.38893 0.85057 -3.49286
H -2.01090 2.53209 -3.99538
C 0.76818 2.31890 -3.27639
H 0.38713 3.09452 -3.95120
H 0.70275 1.35512 -3.81675
H 1.82172 2.52753 -3.07034
C 1.87956 2.43990 -0.27352
H 2.36905 3.20072 -0.89658
H 2.47050 1.51278 -0.37077
H 1.93970 2.76801 0.77105
C 1.14605 -2.32996 2.84746
C 1.58318 -1.10147 3.15992
C 2.66569 -0.34761 2.42925
C 3.94053 -1.13564 2.01034
C 4.02641 -1.50603 0.57331
C 3.28386 -2.47437 -0.11262
C 1.93192 -2.90124 0.45461
C 1.89580 -3.27654 1.96190
H 2.98869 0.44512 3.12828
H 4.14101 -1.96651 2.72973
H 2.27715 0.18509 1.53375
H 2.94501 -3.37452 2.35627
H 0.24236 -2.73685 3.32844
H 1.00428 -0.49030 3.86347
H 1.44185 -4.28114 2.05312
H 1.21103 -2.07918 0.28415
H 3.14312 -2.27196 -1.20202
H 1.55961 -3.76312 -0.12064
H 4.80688 -0.46665 2.19451
H 4.73893 -0.90959 -0.02753
P 4.80229 -4.07376 1.87844
C 4.51078 -5.40669 3.07199
C 6.49673 -3.54632 2.28071
P 4.73942 -3.84391 -1.19970
C 4.89451 -4.96145 0.26985
C 6.33954 -2.95516 -1.25499
C 4.87782 -5.02527 -2.59719
H 3.75396 -6.10497 2.69208
H 4.16062 -4.97106 4.01904
H 5.46162 -5.92602 3.24003
H 7.07199 -4.44751 2.52666
H 6.45219 -2.89433 3.16497
H 6.97061 -3.00070 1.45660
H 5.71702 -5.72410 -2.45231
H 5.04066 -4.47084 -3.52971
H 3.94975 -5.60507 -2.67968
H 4.03481 -5.65677 0.22542
H 5.82813 -5.55122 0.22031
H 6.49855 -2.63849 -2.29370
H 7.18215 -3.59661 -0.95964
H 6.31713 -2.06407 -0.62110
F -6.22583 -4.60014 -0.17961
C -5.12994 -3.85054 -0.40864
C -4.54846 -3.13730 0.64419
F -5.07316 -3.23109 1.88636
C -3.43168 -2.36290 0.39720
F -2.80645 -1.71516 1.41863
C -2.89901 -2.22703 -0.90028
O -1.91403 -1.39601 -1.15109
C -3.45644 -3.02958 -1.91754
F -2.87978 -2.98956 -3.13670
C -4.55760 -3.83238 -1.68053
F -5.07081 -4.61466 -2.65690

No. 4
22
Properties=species:S:1:pos:R:3 method="wB97M-V/def2-TZVPD" lumo_ev=-3.6050 spin_multiplicity=1 charge=+1
C 0.21540 -0.69127 2.16618
C -1.12378 -0.79733 1.45376
C -1.32633 -0.60791 -0.04607
C -1.23170 0.66675 -0.50145
C -1.34194 0.89548 -1.86251
C -0.66088 1.82328 -2.54186
N 1.21890 -1.18412 1.19629
H 0.25169 -1.22690 3.07535
H 0.42934 0.31210 2.68031
H -1.54305 -1.82575 1.59201
H -1.91516 -0.08444 1.75150
H -1.34292 -1.48367 -0.61059
H -1.23215 1.57045 -0.00130
H -2.14712 0.30690 -2.27688
H 0.01612 2.52992 -2.14085
H -0.75881 1.92670 -3.55667
H 0.86858 -1.67725 0.40951
H 1.78666 -1.92978 1.60084
H 1.84029 -0.21949 0.80538
H 3.66551 0.19503 -0.28158
H 2.48394 -0.44131 -0.93084
O 2.73502 0.32529 -0.31232

No. 5
17
Properties=species:S:1:pos:R:3 method="wB97M-V/def2-TZVPD" lumo_ev=0.8881 spin_multiplicity=1 smiles=CCO.CC
C 1.91834 0.04627 0.18584
C 2.23145 0.38945 -1.24475
O 1.23767 1.36139 -1.72191
H 2.27095 -0.98580 0.37952
H 0.84827 -0.06511 0.42303
H 2.28507 0.66839 0.98765
H 3.18090 0.89604 -1.38046
H 2.13885 -0.37492 -2.02079
H 0.42574 0.90875 -1.49253
C -2.59682 -0.92886 2.04500
C -2.50801 -0.67215 0.52353
H -2.39140 -1.93830 2.41883
H -1.80104 -0.37111 2.53947
H -3.56350 -0.57470 2.46218
H -2.01446 -1.51242 0.03028
H -2.25944 0.31003 0.11822
H -3.55481 -0.88881 0.26415

No. 6
56
Properties=species:S:1:pos:R:3 method="wB97M-V/def2-TZVPD" lumo_ev=-0.0125 spin_multiplicity=1
N 0.51117 0.62709 0.52834
C 0.63618 -0.74694 0.13762
C 1.51707 -1.52996 1.08206
O 2.13128 -0.83376 1.89525
C -0.77851 -1.35903 -0.01864
S -1.26462 -2.58110 1.27391
S -2.61468 -3.79710 0.44082
C -3.75701 -2.70632 -0.47823
H 1.33294 1.21295 0.41635
H 0.40007 0.73896 1.52937
H 1.00345 -0.86097 -0.88490
H 1.98731 -2.51814 1.03910
H -1.51258 -0.61263 0.26958
H -0.90015 -1.85249 -0.98271
H -3.31472 -1.90801 -1.05730
H -4.16775 -3.39739 -1.22834
H -4.60341 -2.52405 0.18567
H 3.60168 3.78935 -1.37924
H 3.48612 3.84111 0.16730
O 3.00643 3.65757 -0.64127
H -0.10065 2.33873 3.06030
H -0.87159 1.60772 -0.09349
O -0.19073 2.68728 2.16355
H -1.52606 1.45528 -2.39151
H -1.79231 1.54994 -3.85597
O -1.16131 1.17160 -3.23399
H -0.84627 3.50366 -0.20723
H 0.74041 3.99214 -0.03912
O -0.18940 4.19629 -0.05704
H 2.82670 0.72691 -2.22101
H 2.14775 -0.43326 -2.98643
O 2.80325 -0.21267 -2.34038
H -1.61128 0.94571 2.62571
H -2.46855 1.91892 3.30743
O -2.52683 1.21762 2.64922
H 1.21860 0.04146 3.49701
H 0.06698 0.40035 4.54709
O 0.79834 0.72891 4.03163
H -2.36713 1.88748 0.18262
H -0.36988 3.63100 2.16400
O -1.68960 1.89109 -0.50254
H -1.94794 -3.99872 -2.05094
H -1.72526 -3.00765 -3.19257
O -1.83466 -3.96381 -3.01208
H 2.58619 -1.59607 4.90117
H 3.09345 -1.27754 3.42072
O 3.33264 -1.41807 4.34759
H 4.21563 -3.68513 0.20395
H 4.15389 -2.23007 -0.39365
O 3.70455 -3.07031 -0.32202
H 0.60389 1.51589 -2.81524
H 0.45620 2.39466 -1.56813
O 0.98565 1.68306 -1.93460
H -3.04277 -1.24029 -3.85548
H -1.92429 -0.57693 -2.97795
O -2.24790 -1.41435 -3.34537

No. 7
94
Properties=species:S:1:pos:R:3 method="wB97M-V/def2-TZVPD" lumo_ev=-0.0348 spin_multiplicity=1
Sn 10.95205 10.87143 13.01279
C 8.22027 16.54292 8.88971
N 9.63359 16.16686 8.87613
C 10.23720 15.97996 7.57264
C 10.22713 15.54105 9.95849
O 11.24187 14.88518 9.78716
C 9.76205 15.79153 11.35550
O 9.72055 14.59511 12.03882
C 8.77435 14.48924 13.03252
C 7.42778 14.12318 12.32019
O 7.32462 14.05821 11.10237
N 6.42325 13.73990 13.15078
C 6.47960 13.93783 14.60181
C 5.30088 12.96764 12.60166
H 8.07535 17.56478 9.28526
H 7.58185 15.85220 9.50026
H 7.89658 16.61775 7.85686
H 10.03316 14.97264 7.20313
H 11.33461 16.13429 7.59420
H 9.81530 16.66664 6.91518
H 8.81510 16.29457 11.39119
H 10.52772 16.46411 11.79775
H 8.72898 15.38601 13.62968
H 8.98585 13.63396 13.69148
H 7.21854 14.69892 14.81481
H 6.73597 12.98723 15.11991
H 5.47374 14.32040 14.94559
H 5.46808 12.73218 11.53768
H 4.35160 13.48175 12.75082
H 5.26203 12.04739 13.20230
C 9.66120 10.66852 8.95469
Si 9.15022 9.53068 10.29710
C 8.41971 7.94281 9.49654
C 7.63302 10.43166 10.92618
C 10.47449 9.22375 11.56737
Si 12.13493 9.15514 10.69206
C 12.09520 8.12411 9.15623
C 13.54165 8.47983 11.78712
C 12.70153 10.85941 10.26133
Si 10.01249 7.67048 12.55307
C 8.14788 7.40419 12.95713
C 10.64672 5.91760 11.93250
C 10.94612 7.92417 14.27169
C 11.12149 7.04173 15.32928
C 11.75858 7.39852 16.50223
C 12.31122 8.66099 16.63076
C 12.22053 9.48606 15.50786
N 11.49873 9.17006 14.43042
H 8.69909 10.76385 8.39800
H 10.39012 10.30951 8.22528
H 9.94242 11.68978 9.27855
H 7.41260 8.33214 9.20735
H 8.29369 7.06603 10.15685
H 8.92503 7.57331 8.58443
H 6.98582 10.46153 10.02461
H 7.79988 11.48102 11.04991
H 7.15551 9.99833 11.80919
H 11.85695 7.07575 9.37120
H 13.07595 8.16978 8.64778
H 11.27469 8.40127 8.44390
H 13.46800 7.37469 11.89966
H 13.60912 8.93658 12.77743
H 14.55644 8.67630 11.32326
H 11.94973 11.59995 10.10797
H 13.27832 10.78762 9.33342
H 13.38766 11.19342 11.04087
H 7.79947 6.66104 12.22662
H 7.40302 8.20968 12.97181
H 8.15687 6.93139 13.94206
H 10.13313 5.73822 10.98522
H 10.31527 5.22391 12.65552
H 11.71053 5.80475 11.76125
H 10.59746 6.10766 15.24077
H 11.93163 6.71193 17.30843
H 12.70443 9.08412 17.55723
H 12.64101 10.53752 15.48829
S 9.88900 8.76005 19.60473
C 9.67996 9.66781 18.22231
S 8.66838 9.14369 16.94131
C 9.13533 10.59577 16.05880
N 9.90762 11.38461 16.70633
N 10.22275 10.88496 17.92561
C 10.99129 11.74032 18.77874
C 10.81509 11.72128 20.15375
C 11.66770 12.51485 20.90405
C 12.65831 13.31016 20.34544
C 12.77279 13.38673 18.97831
C 11.94544 12.55335 18.18135
S 8.61251 10.83263 14.40578
H 10.03450 11.07152 20.58121
H 11.65107 12.53601 21.95410
H 13.34755 13.77355 21.01914
H 13.50633 14.04147 18.51062
H 12.04473 12.57292 17.10352

No. 8
13
Properties=species:S:1:pos:R:3 method="wB97M-V/def2-TZVPD" lumo_ev=0.9100 spin_multiplicity=1
C 2.21084 1.39340 0.30109
C 1.71243 0.35684 -0.04656
C 1.18729 -0.86065 -0.52031
C -0.01584 -1.35866 -0.23974
C -1.03329 -0.70525 0.64955
C -1.53581 0.52061 0.05590
C -1.94357 1.51573 -0.46778
H 2.65367 2.29172 0.61407
H 1.84471 -1.40930 -1.18754
H -0.30297 -2.29825 -0.68988
H -1.87472 -1.38383 0.81554
H -0.58401 -0.45675 1.61663
H -2.31874 2.39439 -0.90097

No. 9
19
Properties=species:S:1:pos:R:3 method="wB97M-V/def2-TZVPD" lumo_ev="-4.2931 / -9.3628" spin_multiplicity=2 charge=+1
C 2.30519 -0.20014 1.94640
C 2.44763 1.30234 1.52042
S 2.43810 1.70745 -0.27156
H 3.27286 -0.68448 1.97788
H 1.64664 -0.73659 1.26869
H 1.83994 -0.05783 2.91758
H 3.38124 1.65204 1.95075
H 1.59668 1.89054 1.88141
C -1.82323 -1.40082 -2.11964
C -2.82573 -0.81938 -1.09442
N -2.30910 0.31551 -0.28144
H -2.35670 -2.22878 -2.57868
H -1.67536 -0.63025 -2.88182
H -0.85928 -1.58963 -1.65568
H -3.70298 -0.45400 -1.60571
H -3.18386 -1.59010 -0.40918
H 3.19578 2.80464 -0.19678
H -1.59288 0.74349 -0.87937
H -1.79493 -0.02403 0.51115

No. 10
24
Properties=species:S:1:pos:R:3 method="wB97M-V/def2-TZVPD" lumo_ev="3.1450 / 3.1921" spin_multiplicity=2 charge=-1
C 1.09948 -2.18703 -0.94755
C -0.18979 -2.81206 -0.43600
C 2.10077 -0.07971 -2.69042
S 0.64246 -0.94836 -2.18429
H 1.63406 -1.68120 -0.14756
H 1.76652 -2.94664 -1.34970
H -0.95396 -2.08595 -0.19128
H 0.05720 -3.24573 0.55253
H 2.88522 -0.59613 -3.25313
H 1.69131 0.65535 -3.37854
H 2.59588 0.49078 -1.90553
H -0.52798 -3.70187 -0.96843
C -1.74960 1.57036 0.51257
C -2.67435 1.22089 1.66306
C 0.88860 1.91864 1.79973
S -0.45635 2.76665 0.97311
H -1.27013 0.73346 0.03809
H -2.29154 2.20480 -0.18237
H -3.50006 0.56120 1.37313
H -3.13443 2.12992 2.04721
H 1.11842 2.54809 2.65621
H 0.63075 1.00040 2.31835
H 1.76537 1.69993 1.19561
H -2.12783 0.78421 2.50521

No. 11
9
Properties=species:S:1:pos:R:3 method="wB97M-V/def2-TZVPD" lumo_ev=0.0844 spin_multiplicity=1 smiles=N#C[SiH2][SiH3]
N -3.22253 0.84526 1.57389
C -2.66489 0.04810 0.96153
Si -1.65074 -0.99512 -0.30947
Si 0.73865 0.11389 -0.78068
H -1.42217 -2.32173 0.16248
H -2.65624 -0.97475 -1.24249
H 0.88810 -0.19731 -2.21610
H 0.54841 1.52045 -0.65016
H 1.85395 -0.49923 -0.03262

No. 12
8
Properties=species:S:1:pos:R:3 method="wB97M-V/def2-TZVPD" lumo_ev=0.8147 spin_multiplicity=1 smiles="NC(N)=O"
N -0.22942 0.83389 0.88314
C 0.15260 0.28865 -0.31927
N -0.13608 -1.02733 -0.65059
O 0.78555 0.98683 -1.09083
H 0.20113 1.70874 1.13269
H -0.94889 0.38477 1.41744
H 0.47852 -1.38917 -1.36423
H -0.30342 -1.78638 -0.00835

No. 13
20
Properties=species:S:1:pos:R:3 method="wB97M-V/def2-TZVPD" lumo_ev=-3.3730 spin_multiplicity=1 charge=+1
C 1.66254 1.80039 -0.73008
N 0.98866 0.46088 -0.88496
C 1.44735 -0.45924 0.25743
C 0.51718 -0.82900 1.13880
C -0.92237 -1.22812 1.05645
C -1.82704 -0.10395 0.55911
N -1.62118 0.03329 -0.89725
H 2.29330 1.95020 -1.56501
H 2.25679 1.83226 0.17461
H 0.91453 2.58865 -0.75021
H 1.31591 0.17559 -1.81107
H -0.06534 0.34546 -0.96485
H 2.45925 -0.77336 0.06947
H 1.04204 -1.01612 2.07676
H -1.09364 -2.10406 0.43014
H -1.23417 -1.47756 2.06268
H -1.59509 0.83090 1.07496
H -2.87557 -0.30976 0.78535
H -1.46518 -0.88656 -1.28296
H -2.44835 0.32514 -1.40715

No. 14
21
Properties=species:S:1:pos:R:3 method="wB97M-V/def2-TZVPD" lumo_ev="4.1406 / 4.0490" spin_multiplicity=2 charge=-1
N -0.48732 -0.64269 -1.38233
C 0.32558 -0.12898 -0.24949
C -0.42085 -0.26234 1.05969
C -1.79005 0.43827 1.07896
C -1.70628 1.95504 1.14907
C 1.63537 -0.86096 -0.15358
N 2.51254 -0.73029 -1.30400
H 0.14955 -0.73417 -2.17790
H -1.05364 0.14990 -1.72855
H 0.54750 0.92729 -0.45664
H 0.19890 0.25168 1.80893
H -0.53412 -1.30266 1.37042
H -2.36455 0.09163 0.21661
H -2.35535 0.05263 1.92591
H -0.87148 2.34542 0.55553
H -1.50776 2.33380 2.15773
H -2.63677 2.40335 0.78634
H 1.40742 -1.91787 0.01118
H 2.12338 -0.48958 0.76022
H 2.30637 0.09077 -1.86001
H 2.55247 -1.56378 -1.86813